Formula: C19H40O12PS
Source: the OMol25 dataset
Level of theory: wB97M-V/def2-TZVPD

Each line ends with the Löwdin charge.
Geometry (Å):
O -1.904 0.602 -0.319  0.1167
C -1.006 0.579 -1.096  -0.3002
O -0.153 1.636 -1.249  -0.0276
C 1.223 1.308 -1.119  -0.2438
C 1.592 1.532 0.352  -0.3774
S 3.387 1.635 0.567  0.9141
P 4.514 0.067 -0.576  0.7436
O 4.537 0.849 -1.980  -0.2843
O 3.285 -0.947 -0.787  -0.2864
H -0.779 -0.261 -1.770  0.1456
H 1.782 1.973 -1.779  0.1298
H 1.397 0.274 -1.414  0.0832
H 1.169 2.476 0.696  0.0953
H 1.205 0.739 0.992  0.0931
H 3.530 1.117 1.803  -0.0317
H 4.320 1.786 -2.026  0.0629
H 3.583 -1.867 -0.817  0.0842
O -8.683 0.639 -1.354  0.1156
C -7.528 0.879 -1.566  -0.5250
O -6.675 0.919 -0.517  -0.0021
C -5.257 1.020 -0.671  -0.2478
C -4.791 2.452 -0.823  -0.0600
C -7.019 1.202 -2.953  0.0105
H -4.914 0.385 -1.490  0.1081
H -4.852 0.593 0.245  0.1182
H -5.188 2.914 -1.727  0.0701
H -3.703 2.489 -0.866  0.0612
H -5.128 3.048 0.025  0.0861
H -7.173 2.266 -3.133  0.0962
H -7.619 0.643 -3.665  0.0908
H -5.971 0.967 -3.116  0.0648
O 1.159 -0.951 -3.425  0.0687
C 0.430 -1.552 -4.180  -0.5249
O 0.514 -2.885 -4.207  0.0085
C -0.395 -3.717 -4.954  -0.2200
C 0.032 -3.876 -6.395  -0.0572
C -0.499 -0.832 -5.125  0.0246
H -1.414 -3.339 -4.862  0.1135
H -0.363 -4.674 -4.438  0.1253
H 0.021 -2.926 -6.929  0.0712
H -0.641 -4.563 -6.908  0.0879
H 1.044 -4.277 -6.446  0.0866
H 0.063 -0.575 -6.023  0.1032
H -0.823 0.091 -4.651  0.0879
H -1.377 -1.403 -5.415  0.0762
O 2.812 -1.113 2.294  0.0452
C 3.698 -1.747 2.822  -0.5236
O 4.884 -1.138 2.969  -0.0222
C 5.975 -1.712 3.723  -0.2113
C 6.807 -2.658 2.887  -0.0560
C 3.517 -3.182 3.235  0.0307
H 5.596 -2.181 4.630  0.1178
H 6.565 -0.852 4.031  0.1277
H 6.230 -3.521 2.556  0.0714
H 7.655 -3.019 3.468  0.0905
H 7.187 -2.146 2.003  0.0829
H 3.715 -3.816 2.370  0.1021
H 2.481 -3.319 3.532  0.0994
H 4.160 -3.495 4.051  0.0799
O -0.103 4.515 6.028  0.1198
C -0.624 3.587 5.481  -0.5192
O 0.092 2.927 4.531  -0.0127
C -0.348 1.712 3.926  -0.2417
C -1.259 1.948 2.740  -0.0611
C -2.049 3.174 5.754  0.0167
H -0.800 1.044 4.661  0.1158
H 0.577 1.231 3.601  0.1085
H -2.194 2.426 3.032  0.0777
H -1.496 1.000 2.255  0.0727
H -0.777 2.600 2.010  0.0703
H -2.706 3.780 5.130  0.0989
H -2.265 3.394 6.796  0.0946
H -2.260 2.124 5.570  0.0703

Force components x, y, z for each atom (eV/Å):
-0.23 0.06 -0.15
0.17 -0.12 0.03
-0.07 0.15 0.24
-0.07 -0.14 -0.03
-0.46 -0.34 -0.06
0.04 0.76 0.29
0.04 -0.47 -0.15
-0.11 0.07 0.24
0.28 0.06 -0.09
0.12 0.00 0.08
-0.06 0.00 -0.03
0.12 0.07 -0.14
0.24 0.11 -0.01
0.16 -0.11 -0.06
-0.05 -0.30 -0.04
0.08 0.05 -0.17
-0.19 -0.10 0.05
0.04 0.00 -0.02
-0.03 0.10 0.02
-0.01 -0.10 0.02
0.10 0.03 0.03
-0.10 0.09 -0.06
0.05 -0.19 -0.03
-0.01 0.02 -0.02
-0.02 -0.01 0.00
0.02 -0.03 -0.02
0.00 -0.01 0.03
0.02 -0.02 0.02
0.01 0.01 0.00
-0.07 0.06 0.01
0.02 0.06 0.02
-0.14 0.04 0.09
0.18 -0.01 -0.16
-0.07 0.00 0.14
-0.05 -0.09 -0.11
0.09 0.09 0.01
-0.16 -0.02 0.15
0.02 0.04 0.00
0.04 0.02 0.02
-0.05 -0.01 0.00
0.00 -0.01 0.01
-0.02 -0.03 0.00
0.00 -0.01 -0.01
0.08 0.04 -0.02
0.04 -0.02 -0.06
-0.02 0.17 -0.11
0.12 -0.01 -0.01
-0.11 0.05 0.03
0.19 -0.07 0.06
-0.11 0.01 -0.12
-0.08 0.09 0.21
-0.05 0.00 -0.03
-0.03 0.03 -0.03
0.01 -0.02 0.05
0.01 0.01 0.01
0.04 0.01 0.02
0.02 -0.01 0.00
-0.02 0.00 -0.09
0.05 -0.01 -0.05
-0.02 -0.03 -0.01
-0.03 0.08 -0.06
0.10 -0.03 0.04
-0.01 -0.02 -0.09
0.00 0.03 0.04
0.07 -0.14 0.13
-0.03 0.04 0.02
-0.01 -0.03 0.01
-0.01 -0.05 0.03
-0.04 0.02 -0.03
-0.01 -0.01 0.00
0.00 0.00 -0.01
-0.01 0.09 -0.02
-0.01 0.02 -0.06

Output
Spin multiplicity: 1
Electronic energy (eV): -65039.9207
Kohn-Sham gap (eV): 7.84
E_LUMO (eV): -3.64
Net charge: +1

Formula: C36H32N4P2SSeTc
Source: the OMol25 dataset
Level of theory: wB97M-V/def2-TZVPD

Each line ends with the Löwdin spin population.
Geometry (Å):
Tc 0.000 0.000 0.000  0.8763
S 0.347 0.000 2.325  0.0381
C 1.897 0.000 1.676  0.0043
C 3.034 0.000 2.466  0.0062
C 4.272 0.000 1.830  0.0013
C 4.316 0.000 0.440  0.0053
C 3.110 0.000 -0.247  0.0018
N 1.898 0.000 0.347  -0.0016
H 2.959 0.000 3.547  -0.0002
H 5.183 0.000 2.416  -0.0001
H 5.257 0.000 -0.093  0.0003
H 3.081 0.000 -1.331  -0.0001
C -1.228 3.744 -0.778  0.0007
N -0.841 2.569 0.006  0.0010
P 0.765 2.175 0.000  0.0095
C 1.309 1.866 -1.778  0.0146
C 2.661 1.825 -2.183  0.0121
C 3.001 1.614 -3.524  -0.0005
C 2.001 1.421 -4.476  0.0116
C 0.661 1.425 -4.089  -0.0022
C 0.317 1.636 -2.751  0.0096
C 1.905 3.640 0.009  -0.0021
C 2.800 3.812 1.082  0.0010
C 3.602 4.954 1.163  0.0002
C 3.523 5.938 0.177  0.0004
C 2.642 5.782 -0.894  -0.0001
C 1.838 4.642 -0.980  -0.0006
P -1.897 1.310 0.000  -0.0103
C -2.272 1.140 1.808  0.0010
C -3.169 0.178 2.322  -0.0006
C -3.426 0.100 3.694  0.0001
C -2.787 0.972 4.575  0.0004
C -1.888 1.921 4.088  -0.0004
C -1.626 2.005 2.717  0.0023
C -3.712 1.721 -0.107  -0.0028
C -4.220 2.858 0.560  -0.0004
C -5.564 3.217 0.424  -0.0002
C -6.416 2.453 -0.375  0.0001
C -5.927 1.326 -1.039  0.0000
C -4.584 0.962 -0.906  -0.0001
H -0.726 4.640 -0.365  -0.0002
H -2.304 3.955 -0.699  0.0001
H -0.996 3.654 -1.851  0.0002
H 3.456 1.963 -1.462  0.0002
H 4.041 1.597 -3.821  -0.0001
H 2.265 1.255 -5.513  0.0006
H -0.113 1.257 -4.826  -0.0003
H -0.729 1.603 -2.498  0.0003
H 2.876 3.058 1.855  0.0001
H 4.287 5.074 1.993  0.0000
H 4.146 6.821 0.242  0.0000
H 2.583 6.544 -1.660  0.0000
H 1.174 4.549 -1.828  0.0000
H -3.673 -0.511 1.656  -0.0002
H -4.120 -0.639 4.072  0.0000
H -2.987 0.910 5.637  0.0000
H -1.391 2.594 4.774  0.0000
H -0.922 2.756 2.392  0.0004
H -3.578 3.466 1.185  0.0000
H -5.944 4.090 0.939  0.0000
H -7.457 2.733 -0.479  0.0000
H -6.588 0.735 -1.659  0.0000
H -4.220 0.087 -1.430  0.0000
Se 0.514 -2.946 1.420  0.0028
N 0.601 -1.848 0.000  -0.0064
C 1.128 -2.457 -1.056  0.0100
C 1.308 -1.832 -2.283  -0.0004
C 1.874 -2.570 -3.327  0.0042
C 2.245 -3.913 -3.120  -0.0017
C 2.052 -4.520 -1.868  0.0036
C 1.487 -3.766 -0.843  0.0024
N 1.249 -4.225 0.396  0.0174
H 1.016 -0.798 -2.422  0.0008
H 2.022 -2.101 -4.290  0.0003
H 2.682 -4.478 -3.930  -0.0001
H 2.334 -5.551 -1.701  0.0002
H -1.350 -0.981 0.000  -0.0097

Force components x, y, z for each atom (eV/Å):
-2.57 -1.30 -1.58
-1.29 -0.11 -0.28
1.62 -0.52 2.03
1.19 0.03 -0.35
-0.35 0.07 0.51
-0.74 -0.03 -0.12
0.39 -0.75 -0.71
5.43 0.26 1.40
-0.11 -0.01 -0.11
-0.03 -0.02 -0.05
-0.12 -0.02 -0.08
0.16 -0.48 0.45
-0.63 1.92 -0.06
-0.50 4.20 -1.82
1.65 2.55 -2.44
-1.14 -0.61 -0.47
-0.33 0.55 -0.76
-0.41 0.01 0.60
-0.42 -0.03 0.25
0.37 -0.06 0.01
0.74 -0.22 -0.24
-0.05 0.61 1.80
-0.21 0.27 -0.26
-0.15 -0.10 -0.42
-0.18 -0.42 0.13
-0.08 -0.58 0.33
0.19 0.07 0.10
-3.09 -1.82 4.01
0.54 0.27 1.51
0.51 0.37 0.09
0.36 0.22 -0.38
0.20 0.16 -0.25
-0.41 -0.30 -0.22
-0.90 -0.41 0.33
-0.50 0.71 -2.18
-0.09 -0.10 -0.26
0.43 -0.53 -0.17
0.39 -0.28 -0.09
0.15 0.23 0.52
0.25 0.31 0.00
-0.16 -0.51 -0.29
0.35 -0.26 0.04
0.04 0.02 0.41
-0.09 0.42 -0.13
0.01 0.03 0.05
-0.01 0.05 0.01
-0.01 0.03 0.02
-0.24 0.15 0.10
-0.06 -0.03 0.09
-0.03 -0.04 -0.03
-0.03 -0.02 0.01
-0.06 -0.07 -0.01
0.01 -0.07 -0.01
-0.06 0.01 -0.08
0.01 0.01 -0.06
0.00 0.01 -0.03
0.00 0.01 -0.03
0.01 0.02 -0.15
0.02 -0.04 0.04
0.09 -0.03 0.02
0.04 0.00 -0.02
0.06 -0.02 0.04
0.04 0.02 -0.08
0.82 -1.38 -1.63
-0.36 -2.61 0.15
-0.89 1.89 0.28
0.74 -0.25 -2.23
-0.78 1.17 1.30
-0.16 -1.26 1.82
0.92 -0.05 -2.71
-0.05 -1.83 2.23
-0.17 0.13 0.37
0.02 -0.03 -0.16
0.01 -0.02 -0.02
0.01 -0.07 -0.01
-0.03 0.03 0.04
-0.22 0.44 -0.10

Output
<S²>: 0.76
Spin multiplicity: 2
Electronic energy (eV): -140750.6724
Kohn-Sham gap (spin up / spin down) (eV): 6.65 / 6.29
E_LUMO (spin up / spin down) (eV): -6.77 / -7.22
Net charge: +2

Formula: CH19O12
Source: the OMol25 dataset
Level of theory: wB97M-V/def2-TZVPD

Each line ends with the natural charge from an NBO analysis.
Geometry (Å):
O 0.431 1.357 -0.735  -0.8584
H 1.393 1.443 -0.535  0.5432
H 0.118 0.364 -0.659  0.5526
H -0.167 1.900 -0.165  0.5541
C -1.018 -0.865 0.509  0.9505
O 0.126 -1.113 -0.315  -1.0054
O -0.954 -1.317 1.704  -0.7818
O -1.889 -0.019 0.041  -0.8800
O 2.109 -2.341 -1.543  -0.9970
H 1.864 -3.269 -1.386  0.4730
H 1.503 -1.776 -1.051  0.5045
O -1.320 2.724 0.838  -0.9724
H -2.266 2.731 0.565  0.5127
H -1.359 2.774 1.782  0.4796
O -0.738 -3.202 -1.533  -0.9949
H -0.475 -2.420 -1.035  0.4935
H -1.659 -3.386 -1.214  0.4552
O 1.872 1.580 2.195  -1.0047
H 1.029 1.336 2.604  0.4742
H 2.031 0.688 1.860  0.4980
O -1.579 -0.337 -2.599  -0.9888
H -1.597 -0.463 -1.633  0.4903
H -0.865 -0.891 -2.787  0.4627
O -3.835 1.861 0.089  -0.9956
H -4.331 1.608 -0.720  0.4734
H -3.058 1.288 -0.072  0.5186
O 1.812 -1.111 1.796  -0.9986
H 0.971 -1.143 1.360  0.5298
H 1.824 -1.427 2.678  0.4703
O 3.036 1.294 -0.216  -0.9546
H 3.323 1.580 0.632  0.4949
H 3.654 0.560 -0.451  0.5011

Force components x, y, z for each atom (eV/Å):
-0.40 0.71 -0.50
0.07 -0.19 0.34
0.60 -1.14 -0.07
-0.01 0.11 0.30
1.11 0.88 1.74
-2.73 1.83 1.31
-0.60 0.62 -2.50
1.35 -2.00 0.46
1.13 -0.68 -0.62
-0.24 0.85 0.06
-0.44 -0.31 0.38
-0.43 0.57 -0.88
0.54 -0.08 -0.03
0.18 -0.13 0.82
-1.92 -1.65 -0.23
0.50 0.67 0.36
1.33 0.25 -0.51
-0.67 0.20 0.44
-0.04 0.65 0.22
0.52 -0.86 -0.32
-1.45 1.09 0.21
-0.69 0.65 0.17
1.82 -1.51 -1.04
-0.35 -0.23 -1.37
0.08 0.60 0.78
0.20 -0.73 0.69
2.79 1.06 -0.61
-1.56 -0.78 -0.22
-0.74 -0.55 0.94
0.97 -1.14 -1.67
0.12 0.56 1.26
-1.01 0.67 0.09

Output
Spin multiplicity: 1
Electronic energy (eV): -25918.1031
Kohn-Sham gap (eV): 8.16
E_LUMO (eV): 2.83
Net charge: -1

Formula: C18H31N5O3S
Source: the OMol25 dataset
Level of theory: wB97M-V/def2-TZVPD

Each line ends with the natural charge from an NBO analysis.
Geometry (Å):
C 4.174 0.376 2.318  -0.6178
C 3.838 -0.260 3.658  -0.2102
N 2.949 -1.410 3.552  -0.4464
C 2.769 -2.033 4.859  -0.2151
C 1.899 -3.278 4.764  -0.4077
C 0.541 -2.951 4.143  -0.4180
C 0.786 -2.272 2.816  0.0878
O -0.492 -1.916 2.254  -0.3582
N -0.347 -1.622 0.916  -0.3460
C -0.345 -0.328 0.492  0.6695
O -0.264 0.621 1.248  -0.6313
C -0.314 -0.187 -1.023  -0.3198
C 0.960 0.597 -1.355  -0.2143
N 2.150 -0.165 -1.007  -0.6187
C 2.655 -1.088 -1.854  0.6798
O 2.197 -1.290 -2.965  -0.6246
C 3.789 -1.946 -1.304  -0.5159
C 3.258 -3.052 -0.442  -0.2395
C 3.671 -3.448 0.796  -0.1008
N 3.005 -4.529 1.297  -0.1856
N 2.109 -4.992 0.515  -0.3534
S 2.021 -4.116 -0.908  0.6209
C -1.616 0.443 -1.585  -0.0135
C -1.730 1.929 -1.239  -0.6256
C -2.817 -0.304 -0.998  -0.6148
C -1.628 0.268 -3.106  -0.6087
C 1.658 -1.040 2.990  -0.2483
H 4.987 1.093 2.437  0.2229
H 4.497 -0.386 1.604  0.1938
H 3.327 0.921 1.899  0.2030
H 4.760 -0.609 4.129  0.1956
H 3.410 0.506 4.328  0.1650
H 3.754 -2.292 5.253  0.2020
H 2.310 -1.317 5.566  0.1587
H 2.409 -4.023 4.148  0.2201
H 1.766 -3.704 5.759  0.2143
H -0.055 -3.853 4.000  0.2218
H -0.024 -2.273 4.790  0.2065
H 1.275 -2.970 2.133  0.1845
H -0.624 -2.373 0.303  0.3885
H -0.214 -1.180 -1.475  0.2167
H 1.008 0.819 -2.418  0.2285
H 0.974 1.527 -0.790  0.2256
H 2.542 -0.076 -0.083  0.4060
H 4.321 -2.354 -2.163  0.2576
H 4.488 -1.347 -0.716  0.2309
H 4.434 -2.981 1.398  0.2319
H -0.940 2.513 -1.716  0.2041
H -2.684 2.313 -1.604  0.2096
H -1.676 2.093 -0.163  0.2364
H -2.758 -1.375 -1.213  0.2019
H -2.883 -0.172 0.084  0.2177
H -3.742 0.071 -1.437  0.2156
H -1.552 -0.785 -3.383  0.2104
H -2.560 0.661 -3.515  0.2115
H -0.807 0.801 -3.587  0.2097
H 1.124 -0.310 3.622  0.1832
H 1.806 -0.570 2.020  0.2019

Force components x, y, z for each atom (eV/Å):
0.00 0.01 0.00
0.00 0.00 0.01
0.00 0.00 -0.01
0.00 -0.01 0.00
-0.01 0.01 0.00
-0.01 0.00 0.00
-0.01 0.01 0.00
0.00 -0.01 0.01
-0.01 0.01 0.00
0.08 -0.03 0.00
-0.03 0.01 0.01
-0.02 0.03 0.00
0.01 -0.01 0.01
0.11 0.11 -0.07
-0.16 -0.20 0.05
0.00 0.00 0.00
0.05 0.16 0.13
0.02 -0.11 -0.15
-0.05 0.03 0.03
0.08 -0.02 -0.01
-0.05 0.00 0.00
-0.01 0.01 0.00
0.01 -0.01 0.00
0.00 0.00 -0.01
0.01 0.00 -0.01
-0.01 0.01 0.00
0.00 -0.01 0.01
0.00 0.00 0.00
0.00 -0.01 0.00
0.00 0.00 0.00
0.00 0.00 0.00
0.00 0.00 0.00
0.00 0.00 0.00
0.00 0.00 0.00
0.00 0.00 0.00
0.00 -0.01 0.00
0.00 0.00 0.00
0.00 0.00 0.00
0.00 0.00 0.00
-0.01 -0.01 0.00
0.00 -0.01 0.00
0.00 0.00 0.00
0.00 0.01 -0.01
0.00 0.00 0.00
0.00 0.00 0.00
0.00 0.00 0.00
0.00 0.01 0.01
0.00 0.00 0.00
0.00 0.00 0.01
0.00 0.00 0.00
0.00 0.00 0.00
0.00 0.00 0.00
0.00 0.00 0.00
0.00 0.00 0.00
0.00 0.00 0.00
0.00 0.00 0.00
0.00 0.00 0.00
0.00 -0.01 0.00

Output
Spin multiplicity: 1
Electronic energy (eV): -43596.6606
Kohn-Sham gap (eV): 9.12
E_LUMO (eV): 0.23
Structure (SMILES): CCN1CCC[C@@H](ONC(=O)[C@H](CNC(=O)Cc2cnns2)C(C)(C)C)C1